C37H42As2N2O3SV as an isolated structure. Source: the Open Molecules 2025 dataset; level of theory: ωB97M-V/def2-TZVPD.

Geometry (Å):
As  2.17098  1.90330  0.61497
As  -2.93107  -1.97390  -1.10407
V  -0.25330  1.18728  0.78860
S  -0.58682  3.38145  1.65878
O  2.03525  -0.72811  -1.24647
O  -1.37817  1.29873  -1.58440
O  -0.00211  -0.49636  -0.31295
N  -2.47093  0.90084  1.11546
N  0.28565  0.33358  2.75366
C  -0.77343  0.85014  -2.74054
C  -3.59449  -4.61495  0.05362
C  2.20558  3.52241  1.69032
C  -2.09222  0.05789  3.44225
C  2.61292  3.71164  -3.09427
C  0.84787  -0.49031  -1.32079
C  -2.09183  -2.75399  -2.69097
C  2.12098  3.12929  -1.93550
C  -4.74484  -4.60204  0.84019
C  -5.52913  -6.62485  -0.19667
C  0.38119  -0.12392  -5.06239
C  -4.38461  -6.65437  -0.97966
C  -5.70330  -5.59621  0.71875
C  4.68709  0.19301  3.52623
C  0.98772  4.06701  2.10755
C  0.82586  -0.56405  -3.82800
C  4.85475  3.19697  -2.39895
C  4.28099  -0.10055  0.79439
C  2.99702  2.58380  -1.00195
C  -2.95005  0.00710  2.18638
C  -2.60105  -3.50453  0.13730
C  -0.62283  0.83626  -5.12626
C  4.36553  2.61675  -1.23609
C  5.40230  -0.76346  2.82082
C  3.40264  4.15537  2.01409
C  -3.42566  -5.66015  -0.85258
C  -0.71686  -0.59290  3.30971
C  0.25450  -0.08926  -2.65164
C  2.20109  5.84310  3.21190
C  1.00563  5.23236  2.88006
C  3.40978  5.31224  2.77441
C  -1.20205  1.33010  -3.96900
C  3.77885  1.01007  2.86533
C  3.57163  0.87346  1.49390
C  -4.78833  -2.32094  -1.63488
C  5.19767  -0.90607  1.45550
C  3.98080  3.74616  -3.32600
H  -4.96541  -3.37237  -1.85735
H  2.19156  6.74592  3.81002
H  -2.55785  -3.70718  -2.94211
H  5.05602  2.18953  -0.51889
H  4.84131  0.31439  4.59114
H  -0.39321  -0.96729  4.28526
H  0.82677  -0.50730  -5.97037
H  -2.63765  -0.45786  4.23568
H  3.24847  1.77212  3.42495
H  5.92205  3.21866  -2.58021
H  1.18932  -0.13234  2.71759
H  -1.97596  1.09714  3.76805
H  -4.23552  -7.45712  -1.69055
H  -0.76917  -1.45073  2.63413
H  -2.93608  -1.00842  1.78442
H  -1.17412  0.51239  -1.01700
H  -2.76840  1.85227  1.31820
H  -0.95813  1.20261  -6.08830
H  -2.92578  0.63844  0.24286
H  -5.47243  -1.99887  -0.85054
H  4.34077  3.73592  1.66733
H  -2.55182  -3.10206  1.14977
H  0.39867  1.13812  3.36550
H  -2.20188  -2.05977  -3.52408
H  5.74728  -1.65515  0.89968
H  -3.98929  0.23822  2.43896
H  -6.27738  -7.40055  -0.29278
H  -2.52738  -5.69584  -1.45817
H  4.10120  -0.24673  -0.26187
H  -4.88975  -3.79824  1.55416
H  1.63998  -1.27326  -3.75095
H  1.05064  3.09430  -1.75576
H  -6.58926  -5.56846  1.34033
H  1.92604  4.13427  -3.81653
H  6.11551  -1.39670  3.33283
H  -4.98272  -1.72341  -2.52634
H  0.06723  5.66082  3.20796
H  -1.02794  -2.89806  -2.50616
H  4.36555  4.19838  -4.23118
H  -1.98806  2.07312  -3.99651
H  4.34466  5.79819  3.02139
H  -1.59902  -3.85654  -0.11472

Energy in eV: -206375.2486
2S+1: 2
HOMO (alpha / beta) in eV: -6.980 / -6.411
Net charge: 0
Relative energy (zero: lowest compared OMol25 entry of this formula, charge and spin) in eV: 0.513
Gap between HOMO and LUMO (alpha / beta) in eV: 7.42 / 6.85

---

C37H42BI2N3O8Y as an isolated structure at a distorted geometry. Source: the Open Molecules 2025 dataset; level of theory: ωB97M-V/def2-TZVPD.

Geometry (Å):
I  6.87051  -3.59051  -2.31637
I  3.78013  0.94842  -4.47075
Y  -0.38210  -0.82335  -1.54796
O  1.83881  0.29938  1.52691
O  -0.44885  6.49157  -3.20998
O  -3.74552  3.44963  -6.01354
O  -0.44189  -2.43260  -3.16936
O  1.49522  -0.24460  -2.42297
O  0.09501  -0.83162  2.27145
O  -2.30934  -0.07970  0.22165
O  -1.71843  -2.49488  -0.73840
N  -2.00862  0.35102  -2.72885
N  1.60096  -2.16067  -0.58971
N  -0.09654  1.83265  -1.35986
C  3.76158  -0.68855  -3.20219
C  1.66224  -3.13924  0.35845
C  0.24862  4.60878  -1.83810
C  -0.30144  0.84137  7.55779
C  -3.24452  -1.11844  0.51529
C  2.65514  -4.08647  0.37749
C  -1.57682  -3.77879  -1.40169
C  -0.72950  3.84615  -2.50583
C  2.65003  -0.95346  -2.35633
C  -1.80448  1.67739  -3.06520
C  0.65372  -0.17304  3.40747
C  4.98352  -2.62003  -2.28395
C  -1.17451  -3.64659  -2.87514
C  0.35245  6.10376  -2.07583
C  1.11063  3.87389  -0.97723
C  0.86423  2.53640  -0.71453
C  2.70113  -2.00548  -1.41015
C  2.10591  0.67692  8.07654
C  0.87199  -1.38828  7.61988
C  2.42474  0.89354  5.22133
C  0.99039  0.10179  7.21054
C  -4.30323  2.11071  -5.85199
C  -2.83524  1.19964  0.62668
C  -3.87288  0.20992  -4.22884
C  0.35018  -0.32601  4.75684
C  3.84041  -2.90993  -1.40326
C  -2.47518  2.21669  -4.16437
C  4.90134  -1.56254  -3.16906
C  1.26828  0.23599  5.67305
C  -2.55345  -2.44473  0.49377
C  1.81043  0.49880  2.95604
C  -3.53037  1.47658  -4.73723
C  -3.06152  -0.29813  -3.21278
C  0.17328  -2.29734  -4.48997
C  -0.87017  2.45543  -2.27445
C  3.75184  -4.00113  -0.51310
C  2.73974  1.00946  3.85881
B  0.78647  -0.48521  1.10588
H  -4.67199  -0.38220  -4.63303
H  1.97139  4.35882  -0.50172
H  5.72374  -1.44047  -3.87035
H  1.82026  0.53805  9.10530
H  -3.30724  -3.24713  0.44002
H  0.08893  6.84216  -3.94732
H  1.39377  6.38522  -2.19948
H  4.50846  -4.77177  -0.50228
H  -1.45448  4.33174  -3.15514
H  -0.28876  1.93644  7.30793
H  -3.33975  -1.27810  -2.81963
H  3.67648  1.45160  3.53175
H  -1.19555  0.44159  7.05392
H  -0.58382  -4.55040  -3.13383
H  -0.50594  -0.89882  5.11886
H  -2.17352  3.18028  -4.57735
H  1.70933  -1.97549  7.27252
H  2.25577  1.72979  7.92558
H  3.09093  1.31215  5.99127
H  -2.56053  -4.30307  -1.36255
H  0.80065  -3.13486  -4.76538
H  0.76010  -1.35916  -4.41476
H  -1.92156  -2.56756  1.37057
H  -0.64020  -2.20955  -5.22256
H  -2.06240  -3.66119  -3.51943
H  -5.40254  2.09291  -5.64692
H  1.49549  1.93197  -0.07118
H  -4.13292  1.55317  -6.78207
H  -0.49079  0.73256  8.63279
H  -3.67631  -0.95100  1.53842
H  -4.21867  3.90540  -6.71524
H  0.84987  -3.17668  1.08490
H  -4.10073  -1.07267  -0.21363
H  -2.00186  1.91117  0.62391
H  -3.60884  1.55674  -0.08452
H  -3.26564  1.11439  1.60388
H  -0.02502  -1.85372  7.21961
H  0.83545  -1.44572  8.70402
H  3.07671  0.18637  7.95640
H  -0.82276  -4.32285  -0.82362
H  2.62972  -4.84690  1.14999
H  -0.08951  6.59217  -1.18652

Energy in eV: -77818.6770
2S+1: 1
HOMO in eV: -8.102
Net charge: +1
Relative energy (zero: lowest compared OMol25 entry of this formula, charge and spin) in eV: 0.000
Gap between HOMO and LUMO in eV: 4.98

---

- The lowest 2S+1 belongs to which entry?
  C37H42BI2N3O8Y

---

- Look up the 2S+1 of the first one.
  2

---

- Look up the 2S+1 of the first one.
  2

---

- energy of number 2 (C37H42BI2N3O8Y)?
  -77818.6770 eV